Density functional theory data (ωB97M-V/def2-TZVPD) for C36H41GeN5O2PtS2Se as an isolated structure.

Results
⟨S²⟩: 8.799
Spin multiplicity: 6
Highest occupied orbital energy (alpha / beta): -14.67 / -15.28 eV
Orbital gap (alpha / beta): 6.80 / 4.66 eV
M: 986.54 g/mol
Net charge: +3

Element x y z (Å)
1 Pt 0.0271 -0.0540 0.0807
2 C 2.2034 -0.3583 2.5800
3 O 1.0683 0.4228 2.2777
4 C 1.2475 1.8172 2.4293
5 C 2.1181 2.4745 1.3523
6 O 1.6624 2.0941 0.0626
7 C 2.0942 2.9773 -0.9612
8 H 2.6556 -0.0277 3.5169
9 H 2.9584 -0.3067 1.7821
10 H 1.8467 -1.3801 2.6944
11 H 1.6806 2.0280 3.4147
12 H 0.2403 2.2414 2.3823
13 H 3.1734 2.1825 1.4654
14 H 2.0424 3.5609 1.4863
15 H 1.6845 3.9805 -0.8267
16 H 1.7472 2.5602 -1.9027
17 H 3.1854 3.0519 -0.9812
18 C -1.1780 3.6414 -0.8658
19 Ge -1.5252 1.8120 -0.1409
20 C -2.2746 2.1312 1.7340
21 C -2.7678 1.0868 2.4978
22 C -3.2851 1.3363 3.7589
23 C -3.2836 2.6270 4.2608
24 C -2.7738 3.6693 3.5047
25 C -2.2545 3.4217 2.2427
26 C -2.8615 1.1706 -1.4951
27 C -2.4515 0.1716 -2.3639
28 C -3.2403 -0.2165 -3.4439
29 C -4.4611 0.3924 -3.6598
30 C -4.9050 1.4317 -2.8213
31 C -6.0888 2.1514 -3.0874
32 C -6.4884 3.1841 -2.2670
33 C -5.7388 3.5083 -1.1349
34 C -4.5872 2.8107 -0.8403
35 C -4.1088 1.7995 -1.6973
36 H -2.1456 4.1325 -0.9413
37 H -0.7491 3.5885 -1.8615
38 H -0.5286 4.2444 -0.2418
39 H -2.7578 0.0815 2.1065
40 H -3.6777 0.5221 4.3492
41 H -3.6626 2.8215 5.2531
42 H -2.7742 4.6817 3.8841
43 H -1.8566 4.2454 1.6671
44 H -1.4760 -0.2918 -2.2032
45 H -2.8915 -0.9851 -4.1193
46 H -5.0895 0.0886 -4.4831
47 H -6.6534 1.9021 -3.9707
48 H -7.3795 3.7421 -2.5024
49 H -6.0628 4.3159 -0.4967
50 H -4.0376 3.0264 0.0664
51 C 1.1690 -5.6677 1.0908
52 C 2.0391 -4.8213 0.2452
53 C 3.2575 -5.2227 -0.2507
54 C 4.0019 -4.3228 -1.0371
55 N 3.5463 -3.0933 -1.2758
56 C 2.3630 -2.7336 -0.8352
57 S 1.7427 -1.2074 -1.3373
58 N 1.6090 -3.5764 -0.0757
59 C 5.2980 -4.6954 -1.6294
60 H 1.6349 -6.6303 1.2705
61 H 0.2114 -5.8384 0.6032
62 H 0.9818 -5.1855 2.0489
63 H 3.6312 -6.2106 -0.0399
64 H 0.6909 -3.2628 0.2542
65 H 5.4987 -5.7558 -1.5150
66 H 6.0940 -4.1229 -1.1543
67 H 5.3087 -4.4273 -2.6854
68 S -1.0560 -2.1788 0.9700
69 C -2.6057 -2.2248 0.3103
70 N -3.1881 -3.4427 0.0735
71 C -4.4368 -3.5400 -0.4184
72 C -5.1449 -2.3936 -0.6708
73 C -4.5150 -1.1761 -0.3571
74 N -3.2879 -1.1039 0.0970
75 H -2.6638 -4.2796 0.3054
76 H -4.8468 -4.5274 -0.5822
77 H -6.1449 -2.4262 -1.0678
78 H -5.0307 -0.2320 -0.4701
79 Se 4.1272 0.2881 -0.6394
80 C 6.0223 0.3206 -0.4487
81 C 6.7208 1.3081 -1.1371
82 C 8.0897 1.4003 -0.9149
83 N 8.7014 0.5801 -0.1036
84 C 8.0730 -0.3706 0.5428
85 C 6.7036 -0.5493 0.3963
86 H 6.2271 1.9935 -1.8135
87 H 8.6929 2.1490 -1.4110
88 H 8.6694 -1.0002 1.1849
89 H 6.1943 -1.3288 0.9374

Force components x, y, z for each atom (eV/Å):
Pt 0.5 -0.5 0.2
C 0.1 -0.1 0.1
O -0.3 0.0 -0.2
C 0.0 0.7 -0.2
C 0.0 -0.3 0.4
O -0.1 0.0 0.2
C 0.1 0.0 -0.1
H 0.0 0.0 0.0
H -0.1 0.0 0.1
H 0.1 -0.1 0.0
H -0.1 0.0 -0.1
H 0.2 0.0 0.1
H 0.0 0.1 0.0
H 0.1 -0.1 0.0
H 0.0 0.0 0.0
H 0.0 0.0 -0.1
H 0.0 0.0 0.0
C 0.1 -0.7 0.0
Ge -0.7 0.7 1.0
C 0.5 -0.3 -1.6
C -0.1 -0.1 0.1
C 0.1 -0.1 0.0
C 0.0 0.1 0.2
C 0.1 0.2 0.0
C -0.2 0.1 0.1
C 0.0 0.9 0.9
C 0.1 -0.6 -1.2
C 0.9 -0.3 0.4
C -0.6 0.5 -0.1
C 0.0 0.2 0.2
C 0.5 -0.7 -0.3
C 0.1 0.5 0.7
C -0.8 0.2 -0.5
C 0.6 -0.3 0.1
C -0.2 -0.1 -0.3
H -0.1 0.1 0.0
H 0.0 0.0 -0.1
H 0.1 0.0 0.2
H 0.0 -0.1 0.0
H 0.0 0.0 0.1
H -0.1 0.0 0.0
H 0.0 0.0 0.1
H 0.0 0.1 -0.1
H -0.2 0.0 -0.1
H 0.0 0.0 0.0
H 0.0 0.0 -0.2
H -0.2 0.0 -0.1
H -0.1 0.1 0.0
H 0.0 0.0 0.1
H 0.0 0.1 0.0
C -0.1 -0.1 0.1
C 0.5 0.0 -0.3
C -0.1 0.3 -0.1
C -0.5 -0.3 0.4
N 0.2 0.3 -0.2
C -0.3 -0.5 0.2
S -0.2 0.4 0.0
N 0.4 0.1 -0.1
C 0.2 -0.1 -0.2
H 0.0 -0.1 0.0
H -0.1 0.0 0.0
H 0.0 0.0 0.1
H 0.0 -0.1 0.0
H 0.0 0.0 -0.1
H 0.1 0.0 0.0
H 0.1 0.0 0.1
H 0.0 0.0 0.0
S 0.7 0.4 0.2
C -0.2 -0.3 0.0
N 0.0 0.4 0.0
C -0.5 0.3 -0.1
C 0.2 0.1 0.1
C -0.5 -0.7 -0.1
N 0.1 -0.1 0.1
H 0.0 0.1 -0.1
H 0.1 0.0 0.0
H -0.1 -0.1 0.0
H -0.1 0.0 -0.1
Se 0.7 0.4 -0.3
C -0.4 -0.3 0.1
C -0.2 0.4 -0.3
C -0.8 0.2 -0.4
N 1.8 0.1 0.3
C -0.9 -0.2 0.0
C 0.1 -0.3 0.2
H 0.0 0.0 0.0
H 0.0 0.1 -0.1
H 0.0 -0.1 0.1
H -0.1 -0.1 0.1

Density functional theory data (ωB97M-V/def2-TZVPD) for C36H42ClGeIN8O4W as an isolated structure.

Results
Spin multiplicity: 1
Highest occupied orbital energy: -5.50 eV
Orbital gap: 5.49 eV
M: 1069.59 g/mol

Element x y z (Å)
1 W -1.5381 -1.6240 -1.5207
2 C -4.3830 -4.7897 1.4596
3 N -4.1008 -5.3707 0.1586
4 C -5.0246 -6.4271 -0.2340
5 C -3.6709 -4.4696 -0.8097
6 N -3.4943 -3.2216 -0.6852
7 N -3.3287 -5.0741 -2.0308
8 C -2.4277 -4.5255 -2.9307
9 N -2.0258 -5.4691 -3.8702
10 N -1.9331 -3.3379 -2.8836
11 H -4.5649 -5.5964 2.1663
12 H -5.2626 -4.1326 1.4503
13 H -3.5211 -4.2252 1.8118
14 H -5.1963 -7.0688 0.6271
15 H -4.6187 -7.0618 -1.0198
16 H -5.9914 -6.0359 -0.5731
17 H -3.7278 -2.8566 0.2290
18 H -3.2385 -6.0762 -1.9893
19 H -2.7728 -6.0240 -4.2622
20 H -1.4062 -5.1126 -4.5822
21 H -1.2074 -3.2659 -3.5972
22 Cl 5.9325 -3.0381 -2.1238
23 C 4.2263 -2.7156 -2.2699
24 C 3.6681 -2.5919 -3.5083
25 C 2.2966 -2.3184 -3.6438
26 I 1.4589 -2.2293 -5.5548
27 C 1.4557 -2.1315 -2.5561
28 O 0.2102 -1.8199 -2.6827
29 C 2.0507 -2.3322 -1.2605
30 N 1.1853 -2.2675 -0.2318
31 C 1.6443 -2.4462 0.9793
32 C 3.0035 -2.6945 1.2549
33 C 3.8903 -2.7824 0.2192
34 C 3.4254 -2.6122 -1.1040
35 H 4.2852 -2.7050 -4.3888
36 H 0.9167 -2.3889 1.7838
37 H 3.3331 -2.8186 2.2778
38 H 4.9387 -2.9812 0.3951
39 N -1.5714 -0.4866 -3.8733
40 C -2.7724 0.3079 -4.0244
41 C -3.9223 -0.4330 -3.4077
42 N -3.5712 -0.8729 -2.0521
43 H -0.7294 0.0678 -3.8019
44 H -1.4350 -1.1694 -4.6077
45 H -3.0115 0.5481 -5.0660
46 H -2.6315 1.2505 -3.4914
47 H -4.1576 -1.3215 -4.0003
48 H -4.8111 0.2021 -3.3847
49 H -4.2237 -1.5786 -1.7233
50 H -3.6217 -0.0754 -1.4048
51 O -1.5484 -1.8725 0.1707
52 O -0.8195 0.4087 -1.3162
53 C -1.4202 1.2845 -0.5729
54 O -2.5934 1.2581 -0.2099
55 C -0.4985 2.3940 -0.0545
56 C -0.2663 2.1862 1.4449
57 Ge 1.2005 3.2996 2.0985
58 C 0.9078 5.1470 1.5376
59 C 1.7900 5.8089 0.6866
60 C 1.5388 7.1116 0.2733
61 C 0.3972 7.7700 0.7056
62 C -0.4956 7.1217 1.5485
63 C -0.2401 5.8207 1.9578
64 C 1.3275 3.2187 4.0477
65 C 1.2742 4.3593 4.8456
66 C 1.3769 4.2672 6.2286
67 C 1.5351 3.0287 6.8316
68 C 1.5936 1.8828 6.0492
69 C 1.4918 1.9803 4.6694
70 C 2.8655 2.6172 1.3411
71 C 2.8718 1.5019 0.5059
72 C 4.0617 1.0149 -0.0192
73 C 5.2646 1.6296 0.2939
74 C 5.2764 2.7341 1.1344
75 C 4.0853 3.2215 1.6517
76 H -0.9233 3.3804 -0.2466
77 H 0.4457 2.3115 -0.5932
78 H 0.0001 1.1389 1.6216
79 H -1.1802 2.3731 2.0106
80 H 2.6818 5.3025 0.3347
81 H 2.2348 7.6114 -0.3888
82 H 0.2005 8.7850 0.3841
83 H -1.3917 7.6285 1.8844
84 H -0.9495 5.3250 2.6132
85 H 1.1540 5.3341 4.3861
86 H 1.3350 5.1639 6.8343
87 H 1.6157 2.9551 7.9088
88 H 1.7213 0.9138 6.5156
89 H 1.5478 1.0775 4.0693
90 H 1.9439 1.0031 0.2443
91 H 4.0451 0.1553 -0.6731
92 H 6.1917 1.2487 -0.1165
93 H 6.2136 3.2154 1.3857
94 H 4.1093 4.0818 2.3134

Force components x, y, z for each atom (eV/Å):
W 1.0 0.6 0.3
C 0.0 0.0 0.0
N 0.1 0.0 0.0
C 0.0 0.0 0.0
C 0.2 -0.2 -0.1
N -0.9 -0.4 0.0
N 0.1 0.2 0.1
C 0.0 0.2 0.0
N -0.1 0.0 -0.1
N 0.1 -0.4 0.2
H 0.0 0.0 0.0
H 0.0 0.0 0.0
H 0.0 0.0 0.0
H 0.0 0.0 0.0
H 0.0 0.0 0.0
H 0.0 0.0 0.0
H 0.1 0.0 0.1
H 0.0 0.0 0.0
H 0.0 0.0 0.0
H 0.0 0.0 0.0
H -0.1 0.2 0.0
Cl 0.0 0.0 0.0
C 0.0 0.0 0.0
C 0.0 0.0 0.0
C 0.0 0.0 -0.1
I 0.0 0.0 0.0
C -0.1 0.0 -0.1
O 0.4 -0.3 -0.1
C -0.1 0.0 0.0
N 0.2 0.0 0.1
C -0.1 0.1 0.0
C 0.0 0.0 0.0
C 0.0 0.0 0.0
C 0.0 0.0 0.0
H 0.0 0.0 0.0
H 0.0 0.0 0.0
H 0.0 0.0 0.0
H 0.0 0.0 0.0
N -0.1 -0.1 0.3
C 0.1 0.4 -0.2
C -0.4 -0.3 0.1
N 0.0 0.5 0.6
H 0.0 0.0 0.1
H 0.0 0.1 -0.1
H 0.0 0.1 0.0
H 0.1 0.0 0.0
H 0.0 0.0 0.0
H 0.0 0.0 -0.1
H 0.0 -0.1 -0.1
H 0.0 0.0 0.0
O -0.5 0.3 -0.6
O -0.1 -0.4 0.0
C 0.4 0.2 0.2
O -0.4 -0.2 -0.3
C 0.0 -0.3 -0.2
C 0.0 -0.1 0.0
Ge 0.0 -0.1 0.0
C 0.0 0.0 0.0
C 0.0 0.0 0.0
C 0.0 0.0 0.0
C 0.0 0.0 0.0
C 0.0 0.0 0.0
C 0.0 0.0 0.0
C 0.0 0.0 0.0
C 0.0 0.0 0.0
C 0.0 0.0 0.0
C 0.0 0.0 0.0
C 0.0 0.0 0.0
C 0.0 0.0 0.0
C 0.0 0.0 0.1
C 0.0 0.0 -0.1
C 0.0 0.0 0.0
C 0.0 0.0 0.0
C 0.0 0.0 0.0
C 0.0 0.0 0.0
H -0.1 0.0 0.0
H 0.0 0.1 -0.1
H 0.0 0.0 0.1
H 0.0 0.0 0.0
H 0.0 0.0 0.0
H 0.0 0.0 0.0
H 0.0 0.0 0.0
H 0.0 0.0 0.0
H 0.0 0.0 0.0
H 0.0 0.0 0.0
H 0.0 0.0 0.0
H 0.0 0.0 0.0
H 0.0 0.0 0.0
H 0.0 0.0 0.0
H 0.0 0.0 0.0
H 0.0 -0.1 -0.1
H 0.0 0.0 0.0
H 0.0 0.0 0.0
H 0.0 0.0 0.0

Record order is preserved below.
Energy relative to the best compared isomer or geometry (same formula, charge and spin): 35.2; 42.4 kcal/mol